Molecular formula: C20H26N2O6S
Method: DFT, wB97M-V/def2-TZVPD

Properties
- relative energy (zero: lowest compared OMol25 entry of this formula, charge and spin) (eV) = 0.108
- energy (hartree) = -1736.82684
- Kohn-Sham gap (eV) = 9.14
- SMILES = CCN(CC)S(=O)(=O)c1ccc(NC(=O)COc2c(OC)cccc2OC)cc1
- lowest unoccupied orbital energy (eV) = 0.47
- E_HOMO (eV) = -8.67

Structure (ORCA input):
```
! RIJCOSX wB97M-V def2-TZVPD def2/J DEFGRID3
* xyz 0 1
C 2.3122 1.5893 -0.1163
O 5.3185 1.4648 0.4433
H -1.7493 0.6501 1.4464
H -2.9861 -3.4918 0.2502
H 2.6377 -3.2375 -1.1892
C 2.0439 -0.1563 1.5143
H 5.0501 -2.6170 -1.3704
C -3.4983 2.0718 0.5378
H 2.8845 -1.9781 -2.3959
O -5.5589 0.8759 -1.0592
C -4.3440 -2.5939 -1.1248
H 2.5020 -0.9113 2.1333
H 2.9686 2.1796 -0.7351
H -5.6823 -1.4944 -2.3573
C -4.0218 -0.2519 0.3271
H 0.0462 -0.4834 2.2059
C 0.6854 0.0855 1.5490
H 5.1754 1.1054 -1.7715
H -2.7542 -3.2069 2.5707
C 2.8497 0.5943 0.6777
C -6.4562 0.8901 -2.1443
H 3.8303 0.1793 -2.4800
S 4.6030 0.2321 0.5925
C 4.3507 -2.0019 -0.7953
H 2.2261 -1.5612 -0.8099
O 4.9330 -0.6330 1.6884
N 4.8219 -0.6381 -0.8064
O -2.5250 -1.2966 1.7949
H -4.1152 2.3037 -0.3337
N -1.2492 1.2689 0.8102
O -3.8578 0.8479 1.1449
C -2.0237 2.1512 0.1293
C 4.8374 0.1050 -2.0447
H -7.2640 0.1656 -2.0060
H 6.7812 -0.6248 -2.6100
C 5.8022 -0.4953 -3.0624
C 0.9509 1.8328 -0.0949
H 5.8935 0.1738 -3.9139
H -3.6752 2.8385 1.2992
C -1.9771 -2.4708 2.3484
C -3.5075 -2.5904 -0.0249
C -4.8884 -0.2774 -0.7756
H -5.9444 0.6953 -3.0917
H 5.4488 -1.4599 -3.4182
H -6.8736 1.8956 -2.1612
C -5.0285 -1.4559 -1.5022
H 0.5197 2.6056 -0.7090
O -1.6410 2.9489 -0.6974
C 0.1252 1.0753 0.7371
C -3.3393 -1.4196 0.7007
H -1.4999 -2.1668 3.2793
H -1.2287 -2.9167 1.6849
C 2.9328 -2.2013 -1.3328
H 4.4062 -2.3128 0.2488
H -4.4688 -3.5015 -1.6946
*
```

Per-atom Mulliken charges, elementary charge units:
1 C -0.475
2 O -0.737
3 H 0.203
4 H 0.432
5 H 0.403
6 C -0.675
7 H 0.385
8 C -0.703
9 H 0.285
10 O -0.374
11 C -1.086
12 H 0.490
13 H 0.466
14 H 0.400
15 C 0.295
16 H 0.314
17 C -0.440
18 H 0.381
19 H 0.479
20 C -0.045
21 C -0.990
22 H 0.315
23 S 1.241
24 C -0.723
25 H 0.110
26 O -0.728
27 N 0.160
28 O -0.304
29 H 0.315
30 N -0.046
31 O -0.576
32 C 0.725
33 C -0.241
34 H 0.373
35 H 0.340
36 C -1.476
37 C -0.819
38 H 0.432
39 H 0.329
40 C -1.192
41 C -0.685
42 C 0.960
43 H 0.397
44 H 0.315
45 H 0.251
46 C -0.568
47 H 0.543
48 O -0.667
49 C 0.690
50 C 0.901
51 H 0.268
52 H 0.419
53 C -0.814
54 H 0.379
55 H 0.369

Molecular formula: C29H65IN3O14S5
Method: DFT, wB97M-V/def2-TZVPD

Properties
- relative energy (zero: lowest compared OMol25 entry of this formula, charge and spin) (eV) = 1.751
- energy (hartree) = -4649.37231
- Kohn-Sham gap (eV) = 5.73
- lowest unoccupied orbital energy (eV) = -4.00
- E_HOMO (eV) = -9.72

Structure (ORCA input):
```
! RIJCOSX wB97M-V def2-TZVPD def2/J DEFGRID3
* xyz 1 1
H 3.1823 -3.8854 -1.1011
H 1.0494 -3.1021 -1.9852
C -1.9106 4.9470 0.0760
H 3.4066 -0.2328 -2.4904
C 2.2653 -4.3057 -0.7627
H -3.3012 3.9908 3.2314
O 7.2139 0.8182 0.6861
H -2.4709 2.6444 0.7378
H 3.7690 -1.8344 -4.8073
H 2.2632 -0.0703 6.4992
C 6.5522 -1.3920 -0.2161
C -0.5084 0.7444 -1.8611
H -0.3797 1.2927 -2.8263
C -5.2041 -2.6352 1.0436
H -6.3412 -0.9285 -1.9795
H -1.2056 0.0049 5.4479
H -7.3957 -0.2473 -3.2749
C 5.5709 2.3305 -1.0710
H -0.4053 -0.3109 -2.0860
S -4.5646 -1.4182 2.0984
H 0.3321 -3.3889 1.7906
H -4.0983 -4.1163 1.7056
H 3.0265 -0.5988 -0.3296
H -5.2377 -1.8979 -4.2228
O 0.2081 1.5048 6.9767
H 2.3730 -1.7591 -3.9607
C 0.1951 -0.7049 4.0477
C -2.5746 3.5977 2.2632
H -1.3736 1.0275 -1.0739
H 3.9513 -2.5927 -3.2825
O -0.3699 0.2730 1.0080
H 1.6199 0.7980 -1.1895
C 1.2526 -3.0328 1.3718
H -1.1674 0.7908 3.8054
O 3.0701 -0.0180 -1.1274
C 1.8516 0.1485 5.5596
H 1.9052 -1.7922 4.7840
O 1.8923 -5.5794 1.4495
H -0.2643 -1.4421 3.6033
H -6.3574 1.3995 -1.3304
S 2.4151 -4.3254 0.9859
H -0.0821 -2.1619 0.1753
H -5.6590 -2.2387 0.1881
O 1.8298 0.5410 -4.4281
H 0.7392 -1.4264 6.0170
H 0.8990 2.0575 -1.0611
C -5.2563 -0.8731 -3.9182
H 4.5702 1.2039 -5.4235
H -5.1266 -0.2564 -4.9289
C 6.5641 0.1224 -0.1293
C 1.0258 -3.6545 -1.0528
H 2.5540 0.7128 4.9127
O 3.7260 -3.9196 1.3526
O -0.1589 4.4966 1.9630
H 2.0312 1.6051 1.8389
H 1.7027 -2.1660 1.7956
O -2.8437 0.3108 -4.0570
H 5.9706 0.5693 -2.0338
H 3.0485 1.8361 -5.7879
H 1.4218 -1.5840 -0.3079
C -4.3426 0.8794 -2.1700
H 6.4101 2.6069 -1.5408
O -4.5582 -0.1270 1.3836
C -3.1729 3.0653 1.1083
H 4.8973 -0.4808 -3.4529
C -3.2429 4.2115 0.0002
C -0.6479 0.3968 4.6836
H -2.8855 -2.4640 3.1420
H 4.0955 2.5762 -4.5397
H -3.9918 -4.0731 -0.1357
H -2.4254 -1.1277 2.2642
H -3.9434 4.9212 0.1054
H 6.6656 -1.5415 -1.1935
H 5.4197 2.7192 -0.1106
C -5.7640 1.0000 -2.4062
O -2.0374 6.0994 2.3475
H -3.6744 1.8170 -2.1406
H -1.1822 4.7067 -0.5881
C -6.3077 -0.4385 -2.8685
I 1.4967 4.2424 -2.3810
H -1.8251 -3.2275 0.9877
H -6.0541 1.7887 -3.0648
N 5.5650 0.8145 -1.0837
H -5.9803 -3.1912 1.5271
C 3.0008 0.5751 -4.3715
H -3.3528 3.6082 -0.8657
H -2.7051 -2.1960 -0.0924
O 0.9283 2.4953 4.7926
H -1.8772 6.0048 -0.2400
N 3.7893 -0.4635 -3.4921
S -3.7658 -0.4279 -3.2073
H 0.8330 -0.3800 3.0718
S -1.5551 4.8735 1.7437
H 4.5593 0.3768 -1.1317
C 0.8784 -2.4987 -0.0628
O -5.1469 -1.4989 3.3933
H 5.8208 -2.0331 0.1755
H -2.0218 2.7052 2.7384
C -2.9177 -1.9838 2.2259
S 0.5345 1.3484 5.6018
C 1.3639 1.9830 1.4737
H 2.3232 -5.4157 -1.0639
H 1.5294 3.0239 0.8501
H -4.1085 2.5420 1.3746
C 3.7842 1.7907 -5.0121
H 7.4638 -1.8931 0.0796
H -4.3315 0.4927 -1.2031
O -3.2178 -1.4705 -2.4115
H 0.2451 -4.5433 -0.9176
C -4.0488 -3.4364 0.8089
H 0.7535 2.1717 2.4035
C 0.4939 1.0233 0.5516
N 0.6007 1.1502 -0.9764
H 4.5485 2.5995 -1.4686
C 3.4275 -1.8139 -3.9171
C -2.7757 -2.7437 0.8863
C 1.2413 -1.0163 5.0811
*
```

These are the Mulliken partial charges, in e, on atoms 1 to 99:
1 H 0.134
2 H 0.319
3 C -0.555
4 H 0.036
5 C -0.651
6 H 0.385
7 O -0.460
8 H -0.839
9 H 0.648
10 H 0.481
11 C -1.233
12 C -0.387
13 H 0.326
14 C -0.321
15 H 0.009
16 H 0.786
17 H 0.309
18 C -0.961
19 H 0.223
20 S 1.190
21 H 0.512
22 H 0.314
23 H -0.170
24 H 0.467
25 O -0.733
26 H 0.462
27 C 0.106
28 C 0.492
29 H -0.086
30 H 0.254
31 O 0.114
32 H -0.654
33 C -0.913
34 H -0.490
35 O -1.286
36 C -0.751
37 H 0.508
38 O -0.710
39 H 0.778
40 H 0.233
41 S 1.293
42 H -0.543
43 H -0.158
44 O -0.326
45 H 0.283
46 H -0.302
47 C -0.703
48 H 0.471
49 H 0.348
50 C 0.703
51 C -0.545
52 H 0.303
53 O -0.688
54 O -0.612
55 H 1.474
56 H 0.355
57 O -0.764
58 H 0.411
59 H 0.350
60 H -1.862
61 C 0.430
62 H 0.482
63 O -0.571
64 C 0.531
65 H 0.413
66 C -0.805
67 C -0.276
68 H 0.552
69 H 0.403
70 H 0.368
71 H -0.583
72 H 0.546
73 H 0.424
74 H 0.348
75 C -0.858
76 O -0.740
77 H 0.045
78 H 0.165
79 C -0.344
80 I -0.660
81 H -0.049
82 H 0.430
83 N 0.401
84 H 0.412
85 C 0.710
86 H 0.105
87 H -0.025
88 O -0.617
89 H 0.463
90 N 0.317
91 S 1.176
92 H -0.625
93 S 1.116
94 H 0.016
95 C 2.482
96 O -0.779
97 H 0.339
98 H -0.671
99 C -0.145

Molecular formula: C5H8O
Method: DFT, wB97M-V/def2-TZVPD

Properties
- relative energy (zero: lowest compared OMol25 entry of this formula, charge and spin) (eV) = 2.254
- energy (hartree) = -270.47508
- Kohn-Sham gap (eV) = 10.57
- SMILES = O=CC1CCC1
- lowest unoccupied orbital energy (eV) = 1.15
- E_HOMO (eV) = -9.42

Structure (ORCA input):
```
! RIJCOSX wB97M-V def2-TZVPD def2/J DEFGRID3
* xyz 0 1
H -1.9681 -0.1616 -1.2639
O 2.2500 -0.1597 -0.9102
C -0.1835 -1.0830 -0.2134
H 2.8368 0.9784 0.2197
H -0.3220 1.5960 -0.6637
C -0.6587 0.9874 0.1801
C -1.4718 -0.2383 -0.2892
H -1.1115 1.6393 0.9325
H -2.2143 -0.5503 0.4518
H 0.3289 -1.1528 -1.1757
C 1.9165 0.3799 0.1318
C 0.4812 0.0331 0.6569
H -0.2667 -2.0885 0.2130
H 0.3832 -0.1802 1.7304
*
```

Per-atom Mulliken charges, elementary charge units:
1 H 0.279
2 O -0.475
3 C -0.725
4 H 0.455
5 H 0.271
6 C -0.755
7 C -0.479
8 H 0.326
9 H 0.243
10 H 0.249
11 C -0.309
12 C 0.149
13 H 0.337
14 H 0.433

Molecular formula: C4H6N2O
Method: DFT, wB97M-V/def2-TZVPD

Properties
- relative energy (zero: lowest compared OMol25 entry of this formula, charge and spin) (eV) = 2.316
- energy (hartree) = -340.70980
- Kohn-Sham gap (eV) = 10.18
- SMILES = CCC(=O)N=C=N
- lowest unoccupied orbital energy (eV) = 0.18
- E_HOMO (eV) = -10.00

Structure (ORCA input):
```
! RIJCOSX wB97M-V def2-TZVPD def2/J DEFGRID3
* xyz 0 1
C 1.0100 -0.3426 -1.2664
H 2.7367 -0.8439 -1.6064
C -0.8742 0.6812 -1.0761
O -1.8469 1.2576 -1.5392
H 0.8048 0.7690 1.3621
C -1.0315 0.1193 0.4229
H -1.6928 0.8822 0.8566
N 2.0034 -0.8554 -0.8931
H 0.5792 -1.0342 1.3311
H -1.6421 -0.7905 0.4017
C 0.0930 -0.0590 1.4187
N 0.1726 0.2857 -1.8484
H -0.3123 -0.0695 2.4364
*
```

Per-atom Mulliken charges, elementary charge units:
1 C 0.639
2 H 0.305
3 C 0.396
4 O -0.558
5 H 0.336
6 C -0.276
7 H 0.299
8 N -0.496
9 H 0.353
10 H 0.239
11 C -1.198
12 N -0.386
13 H 0.347